*1*
An isolated molecule of C4H9NOS, computed with ωB97M-V with the def2-TZVPD basis set.

Results
- Highest occupied orbital energy: -7.77 eV
- LUMO level: 0.82 eV
- Orbital gap: 8.6 eV

Last column: natural (NBO) charge in e.
CARTESIAN COORDINATES (ANGSTROEM)
1 C -1.52480 0.23237 -0.53350  -0.666
2 C -1.06556 -1.93546 0.63092  -0.373
3 C 0.91959 1.50840 0.93659  -0.822
4 C -0.69199 -0.73808 0.22059  -0.177
5 N 2.09111 -0.55444 -0.40728  -0.630
6 O 1.73955 0.09624 -1.65212  -0.638
7 S 1.06073 -0.33202 0.73799  1.035
8 H -1.33247 0.13498 -1.60212  0.242
9 H -2.58306 0.04110 -0.34838  0.221
10 H -1.30414 1.25930 -0.24873  0.222
11 H -0.38663 -2.57166 1.17344  0.210
12 H -2.04961 -2.33303 0.44101  0.201
13 H 2.33300 -0.33248 -2.28124  0.475
14 H 0.77466 1.96779 -0.03402  0.239
15 H 1.88873 1.80425 1.33036  0.239
16 H 0.13087 1.75272 1.63647  0.222

***

*2*
An isolated molecule of C4H9NOS, computed with ωB97M-V with the def2-TZVPD basis set.

Results
- Highest occupied orbital energy: -8.83 eV
- LUMO level: 0.96 eV
- Orbital gap: 9.8 eV
- SMILES: C=NSCOCC

Last column: natural (NBO) charge in e.
CARTESIAN COORDINATES (ANGSTROEM)
1 C 2.91623 1.22735 -0.32411  -0.083
2 N 1.81769 0.79364 0.12001  -0.512
3 S 0.48834 1.32920 -0.86314  0.342
4 C -0.73009 0.34107 0.12526  -0.197
5 O -0.81747 -0.95479 -0.40286  -0.536
6 C -1.88619 -1.67936 0.19570  -0.065
7 C -1.76529 -2.04752 1.69145  -0.641
8 H 3.04356 1.87039 -1.18690  0.155
9 H 3.82365 0.93419 0.21681  0.175
10 H -0.37835 0.30887 1.17163  0.202
11 H -1.69154 0.87924 0.05311  0.178
12 H -2.81072 -1.15166 -0.00076  0.159
13 H -1.92007 -2.61265 -0.36645  0.191
14 H -1.61792 -1.18836 2.33782  0.205
15 H -2.69147 -2.52249 1.98162  0.215
16 H -0.96256 -2.75118 1.85626  0.214

***

Which structure is the least stable? The one labeled *1*.

***

*1*
A cluster of 3 separate species, C5H7NO in total, computed with ωB97M-V with the def2-TZVPD basis set.

Results
- Highest occupied orbital energy: -9.45 eV
- LUMO level: 0.73 eV
- Orbital gap: 10.2 eV

Last column: natural (NBO) charge in e.
CARTESIAN COORDINATES (ANGSTROEM)
1 N -2.07039 -1.56391 1.29530  -0.718
2 C -0.94799 -1.54633 1.62792  0.269
3 O -2.24543 0.23953 -1.06071  -0.526
4 C -1.25872 0.39248 -1.73774  0.285
5 C 1.29046 1.10480 -0.39881  -0.232
6 C 0.49899 1.88986 0.60894  -0.440
7 C 1.15670 0.54907 0.76082  -0.151
8 H -3.00052 -1.50519 0.93672  0.455
9 H -0.94731 1.39177 -2.10006  0.116
10 H -0.61035 -0.45141 -2.04108  0.117
11 H 1.69809 1.08109 -1.39839  0.222
12 H -0.59178 1.94787 0.52696  0.179
13 H 0.94548 2.76458 1.08995  0.178
14 H 1.32150 -0.27474 1.43602  0.247

***

*2*
An isolated molecule of C5H7NO, computed with ωB97M-V with the def2-TZVPD basis set.

Results
- Highest occupied orbital energy (alpha / beta): -7.34 / -7.34 eV
- LUMO level (alpha / beta): 0.57 / 0.57 eV
- Orbital gap (alpha / beta): 7.9 / 7.9 eV

Last column: natural (NBO) charge in e.
CARTESIAN COORDINATES (ANGSTROEM)
1 O -1.42883 1.00038 1.87545  -0.540
2 C -0.78729 0.92780 0.88046  0.521
3 C -1.24387 -0.21405 -0.98490  -0.222
4 N 0.07230 -0.58063 -0.83284  -0.399
5 C 0.97242 0.61152 -0.69064  -0.228
6 C 0.75694 0.44507 0.79825  -0.365
7 C 0.37822 -1.00721 0.56854  -0.239
8 H -1.36128 0.30633 -1.94675  0.199
9 H -1.96481 -1.04441 -0.81163  0.205
10 H 0.60230 1.59240 -1.04940  0.202
11 H 1.91506 0.31877 -1.14931  0.212
12 H 1.44986 0.75584 1.58325  0.242
13 H 1.09196 -1.82567 0.52574  0.210
14 H -0.45300 -1.28615 1.23380  0.203

***

*3*
An isolated molecule of C5H7NO, computed with ωB97M-V with the def2-TZVPD basis set.

Results
- Highest occupied orbital energy: -9.37 eV
- LUMO level: 0.90 eV
- Orbital gap: 10.3 eV
- SMILES: C#CCCNC=O

Last column: natural (NBO) charge in e.
CARTESIAN COORDINATES (ANGSTROEM)
1 C -2.21511 1.40092 1.13350  -0.269
2 C -1.10256 1.33826 0.68156  0.007
3 C 0.26328 1.20241 0.15194  -0.496
4 C 0.95009 -0.06375 0.66593  -0.214
5 N 0.27102 -1.25831 0.24081  -0.736
6 C 0.68887 -2.12666 -1.01100  0.481
7 O 1.34729 -1.75803 -1.95593  -0.523
8 H -3.20621 1.48074 1.52917  0.241
9 H 0.85759 2.08127 0.41786  0.235
10 H 0.22923 1.14406 -0.94191  0.242
11 H 1.96020 -0.12628 0.24559  0.209
12 H 1.05847 -0.01726 1.76492  0.200
13 H -0.68596 -1.35107 0.61009  0.397
14 H 0.58055 -2.76916 -0.12426  0.227

***

*4*
An isolated molecule of C5H7NO, computed with ωB97M-V with the def2-TZVPD basis set.

Results
- Highest occupied orbital energy: -7.36 eV
- LUMO level: 0.82 eV
- Orbital gap: 8.2 eV
- SMILES: CN/C=C\C=C=O

Last column: natural (NBO) charge in e.
CARTESIAN COORDINATES (ANGSTROEM)
1 C -2.24006 -0.40851 -0.04584  -0.397
2 N -0.87826 -0.04621 0.09543  -0.614
3 C 0.17335 -0.90453 -0.15229  -0.003
4 C 1.48322 -0.62906 -0.04658  -0.301
5 C 2.10977 0.72563 -0.05037  -0.573
6 C 1.52949 1.87082 0.09209  0.694
7 O 0.92761 2.84448 0.37044  -0.478
8 H -2.73136 0.36782 0.52181  0.207
9 H -2.63893 -0.65103 -1.04782  0.176
10 H -2.42030 -1.31932 0.42066  0.190
11 H -0.75935 0.98330 0.08858  0.393
12 H 0.03719 -1.98467 -0.37269  0.208
13 H 2.19154 -1.46609 -0.15712  0.216
14 H 3.21606 0.61737 0.28371  0.282

***

Which structure is the least stable? The one labeled *1*.

***

*1*
A structure of composition C5H7NO, computed with ωB97M-V with the def2-TZVPD basis set.

Results
- Highest occupied orbital energy: -7.73 eV
- LUMO level: 0.88 eV
- Orbital gap: 8.6 eV

Last column: natural (NBO) charge in e.
CARTESIAN COORDINATES (ANGSTROEM)
1 C -2.07016 0.15729 0.32678  -0.655
2 C -0.66559 0.32247 -0.17538  -0.134
3 N 0.23721 -0.88468 0.11200  -0.510
4 C 0.49967 0.43349 0.73296  -0.100
5 C 1.63592 0.70834 -0.24780  -0.472
6 C 0.98733 -0.40240 -1.10019  0.700
7 O 1.15064 -0.95923 -2.14487  -0.560
8 H -2.55525 1.13913 0.34641  0.230
9 H -2.14574 -0.27944 1.33970  0.178
10 H -2.64823 -0.47407 -0.35803  0.223
11 H -0.01856 -1.78352 0.50747  0.429
12 H 0.51745 0.50214 1.81891  0.221
13 H 2.62942 0.38609 0.09389  0.214
14 H 1.65930 1.70587 -0.68987  0.236

***

*2*
An isolated molecule of C5H7NO, computed with ωB97M-V with the def2-TZVPD basis set.

Results
- Highest occupied orbital energy: -9.05 eV
- LUMO level: 0.88 eV
- Orbital gap: 9.9 eV
- SMILES: CC=C=NC(C)=O

Last column: natural (NBO) charge in e.
CARTESIAN COORDINATES (ANGSTROEM)
1 C 0.47331 2.17839 1.12968  -0.611
2 C 0.30749 1.56762 -0.23896  -0.397
3 C 0.78277 0.37471 -0.47628  0.422
4 N 1.16841 -0.79074 -0.56933  -0.481
5 C 0.21136 -1.70999 -0.01412  0.696
6 C -0.93471 -2.05872 -0.92539  -0.727
7 O 0.36490 -2.13627 1.09830  -0.527
8 H 0.91823 1.45158 1.81550  0.226
9 H 1.11066 3.06714 1.11089  0.216
10 H -0.50421 2.46467 1.53084  0.218
11 H -0.26067 2.07142 -1.01426  0.243
12 H -1.82478 -2.24422 -0.32205  0.244
13 H -0.69046 -2.97153 -1.47516  0.250
14 H -1.12229 -1.26405 -1.64967  0.227

***

Which structure is the least stable? The one labeled *1*.

***

*1*
A cluster of 2 separate species, C2H3NO2 in total, computed with ωB97M-V with the def2-TZVPD basis set.

Results
- Highest occupied orbital energy (alpha / beta): -10.09 / -10.29 eV
- LUMO level (alpha / beta): -1.32 / -1.30 eV
- Orbital gap (alpha / beta): 8.8 / 9.0 eV

Last column: natural (NBO) charge in e.
CARTESIAN COORDINATES (ANGSTROEM)
1 C -0.68499 -0.17050 1.19349  0.178
2 C -0.30096 -0.43161 -0.14537  0.301
3 N -1.08769 -0.09055 2.25982  -0.196
4 O 1.74017 0.37785 -0.24595  -0.880
5 O -0.89369 0.39529 -0.98795  -0.588
6 H 0.05749 -1.40064 -0.65909  0.254
7 H 1.64004 1.07720 0.36324  0.434
8 H -0.47036 0.24295 -1.77819  0.497

***

*2*
An isolated molecule of C2H3NO2, computed with ωB97M-V with the def2-TZVPD basis set.

Results
- Highest occupied orbital energy: -9.79 eV
- LUMO level: 0.95 eV
- Orbital gap: 10.7 eV
- SMILES: N1O[C@H]2O[C@@H]12

Last column: natural (NBO) charge in e.
CARTESIAN COORDINATES (ANGSTROEM)
1 N -0.20002 -0.73520 0.92791  -0.325
2 O -0.40555 0.67381 1.08955  -0.380
3 C 0.11642 0.90679 -0.23291  0.286
4 O 1.38243 0.31925 -0.34363  -0.462
5 C 0.27343 -0.54192 -0.41635  0.133
6 H -1.16765 -1.03121 0.94741  0.351
7 H -0.15596 1.74546 -0.71046  0.186
8 H 0.15689 -1.33698 -1.26152  0.211

***

*3*
An isolated molecule of C2H3NO2, computed with ωB97M-V with the def2-TZVPD basis set.

Results
- Highest occupied orbital energy: -9.15 eV
- LUMO level: -0.62 eV
- Orbital gap: 8.5 eV

Last column: natural (NBO) charge in e.
CARTESIAN COORDINATES (ANGSTROEM)
1 C -0.21584 -0.83885 0.09489  -0.152
2 C -0.77406 0.51897 -0.08653  -0.040
3 N 1.03877 -1.05712 -0.05739  -0.024
4 O 1.13935 1.17631 0.07238  -0.358
5 O 1.81684 -0.04920 -0.07480  -0.069
6 H -1.01027 -1.50787 0.27175  0.214
7 H -0.83778 0.77995 -1.02852  0.201
8 H -1.15702 0.97780 0.80821  0.228

***

Which structure is the least stable? The one labeled *3*.

***

*1*
An isolated molecule of C2H3NO2, computed with ωB97M-V with the def2-TZVPD basis set.

Results
- Highest occupied orbital energy: -9.32 eV
- LUMO level: 0.93 eV
- Orbital gap: 10.2 eV
- SMILES: C1=NOCO1

Last column: natural (NBO) charge in e.
CARTESIAN COORDINATES (ANGSTROEM)
1 C -0.35897 -0.06717 -1.20178  0.266
2 N -0.65525 -1.06684 -0.53706  -0.111
3 O -0.22542 -1.00530 0.69865  -0.348
4 C 0.26832 0.40200 0.83828  0.185
5 O 0.47362 0.81731 -0.45970  -0.494
6 H -0.48510 -0.08466 -2.10238  0.168
7 H 1.30669 0.22170 1.19893  0.169
8 H -0.32389 0.78296 1.56506  0.166

***

*2*
A structure of composition C2H3NO2, computed with ωB97M-V with the def2-TZVPD basis set.

Results
- Highest occupied orbital energy: -10.64 eV
- LUMO level: 0.79 eV
- Orbital gap: 11.4 eV

Last column: natural (NBO) charge in e.
CARTESIAN COORDINATES (ANGSTROEM)
1 C -1.14127 0.16032 0.00208  0.889
2 C 0.76009 -0.49834 -0.01318  0.111
3 N 0.06133 0.76362 -0.05325  -0.669
4 O -2.28304 0.43380 0.03101  -0.546
5 O -0.46429 -1.19361 -0.00145  -0.534
6 H 1.36790 -0.71247 -0.89898  0.167
7 H 1.34184 -0.67391 0.89879  0.165
8 H 0.35744 1.72059 0.03498  0.418

***

Which structure is the least stable? The one labeled *1*.

***

*1*
An isolated molecule of C2H3NO2, computed with ωB97M-V with the def2-TZVPD basis set.

Results
- Highest occupied orbital energy: -10.18 eV
- LUMO level: 0.74 eV
- Orbital gap: 10.9 eV
- SMILES: [H]/N=C/C(=O)O

Last column: natural (NBO) charge in e.
CARTESIAN COORDINATES (ANGSTROEM)
1 H -2.60570 -0.36774 -0.31248  0.360
2 N -1.62618 -0.42988 -0.44789  -0.588
3 C -0.84439 0.16040 0.29175  0.091
4 C 0.73061 0.02304 -0.12050  0.718
5 O 1.15968 1.10030 -0.41511  -0.587
6 O 1.75376 -0.97226 -0.04369  -0.666
7 H -0.99076 0.89896 1.21696  0.197
8 H 2.42298 -0.41282 -0.16902  0.476

***

*2*
An isolated molecule of C2H3NO2, computed with ωB97M-V with the def2-TZVPD basis set.

Results
- Highest occupied orbital energy: -9.71 eV
- LUMO level: 0.97 eV
- Orbital gap: 10.7 eV
- SMILES: C1=NCOO1

Last column: natural (NBO) charge in e.
CARTESIAN COORDINATES (ANGSTROEM)
1 C -1.04556 -0.65450 -0.03060  0.351
2 N -0.49906 0.05733 -0.90260  -0.460
3 C 0.67426 0.59264 -0.24980  0.016
4 O 0.76342 0.27891 1.20187  -0.231
5 O -0.36005 -0.72369 1.20220  -0.277
6 H -1.89303 -1.44449 -0.07395  0.225
7 H 1.43983 0.18525 -0.93762  0.179
8 H 0.92020 1.70855 -0.20950  0.196

***

*3*
An isolated molecule of C2H3NO2, computed with ωB97M-V with the def2-TZVPD basis set.

Results
- Highest occupied orbital energy: -9.85 eV
- LUMO level: 0.01 eV
- Orbital gap: 9.9 eV
- SMILES: NC(=O)C=O

Last column: natural (NBO) charge in e.
CARTESIAN COORDINATES (ANGSTROEM)
1 N -1.14524 -0.16864 0.37788  -0.806
2 C -0.14703 0.57273 -0.13669  0.566
3 O -0.20100 1.70999 -0.54556  -0.572
4 C 1.16128 -0.17455 -0.32969  0.317
5 O 1.25059 -1.13971 0.37472  -0.506
6 H -2.08304 0.19473 0.33014  0.411
7 H -0.97854 -1.13051 0.61965  0.421
8 H 2.14298 0.13598 -0.69046  0.169

***

Which structure is the least stable? The one labeled *2*.